[1]
ORCA calculation (ωB97M-V with the def2-TZVPD basis set) on a structure of composition CH3ClN2O2 in a non-equilibrium geometry.

Output
Kohn-Sham gap: 0.380 hartree
Total energy: -759.9047 Eh
Relative energy (zero: lowest compared OMol25 entry of this formula, charge and spin): 2.9032 eV

Structure (XYZ):
```
9
Properties=species:S:1:pos:R:3:lowdin_charge:R:1
C -0.46 0.42 0.79 -0.581
N 0.67 -1.21 -0.95 -0.348
N -0.14 -1.19 -0.04 0.074
O 1.08 -2.25 -1.48 -0.052
O -1.52 1.42 0.73 -0.113
Cl 1.10 1.22 0.52 0.622
H -1.48 2.15 0.03 0.123
H -0.41 -0.19 1.78 0.126
H 1.17 -0.36 -1.38 0.149
```



[2]
ORCA calculation (ωB97M-V with the def2-TZVPD basis set) on a structure of composition CH3ClN2S in a non-equilibrium geometry.

Output
Kohn-Sham gap (spin up / spin down): 0.256 / 0.256 hartree
Total energy: -1007.6710 Eh
Relative energy (zero: lowest compared OMol25 entry of this formula, charge and spin): 3.0278 eV

Structure (XYZ):
```
8
Properties=species:S:1:pos:R:3:lowdin_charge:R:1
C -0.22 1.17 0.15 -0.614
N 1.23 -0.73 -0.02 0.016
N 0.95 0.67 0.19 -0.170
S -1.76 0.88 0.13 0.730
Cl -3.71 -1.04 0.06 -0.423
H 1.17 -0.95 -1.10 0.146
H 0.48 -1.27 0.52 0.116
H 1.86 1.27 0.07 0.199
```



[3]
ORCA calculation (ωB97M-V with the def2-TZVPD basis set) on the ion CH3ClNO3S with charge -1 in a non-equilibrium geometry.

Output
Kohn-Sham gap: 0.316 hartree
Total energy: -1178.7706 Eh
Net charge: -1
Relative energy (zero: lowest compared OMol25 entry of this formula, charge and spin): 0.1592 eV
SMILES string: CN(Cl)S(=O)(=O)[O-]

Structure (XYZ):
```
10
Properties=species:S:1:pos:R:3:lowdin_charge:R:1
C -0.17 -0.06 0.11 -0.265
N -1.53 -0.36 -0.19 -0.454
O -1.56 2.03 -1.05 -0.399
O -1.24 0.13 -2.53 -0.386
O -3.49 0.46 -1.53 -0.397
S -2.04 0.68 -1.41 0.317
Cl -2.64 0.18 1.40 0.343
H 0.18 -0.13 -0.96 0.091
H 0.08 1.09 0.28 0.113
H 0.22 -0.64 0.89 0.037
```



Q: The highest total energy belongs to which entry?
A: CH3ClN2O2



Q: What is the formula in the second record?
A: CH3ClN2S



Q: Which of these has the highest total energy?
A: CH3ClN2O2



Q: What is the relative energy (zero: lowest compared OMol25 entry of this formula, charge and spin) in the second record?
A: 3.0278 eV